[1]
Molecular formula: C25H50ClNOsP2SeSi2
Method: DFT, ωB97M-V/def2-TZVPD

CARTESIAN COORDINATES (ANGSTROEM)
Os (0.0913, -0.5801, -0.4404)
C (2.0851, -0.2124, -1.0941)
C (1.5602, -1.4273, -1.6525)
C (0.4170, -1.0176, -2.4452)
Si (2.0274, -3.1652, -1.1354)
C (0.2445, 0.3810, -2.3088)
C (1.3299, 0.9173, -1.5289)
Si (1.8519, 2.7199, -1.3374)
H (2.9751, -0.1460, -0.4822)
H (-0.1893, -1.6945, -3.0317)
H (-0.5219, 0.9875, -2.7632)
Cl (-0.9505, 1.1193, 0.8970)
C (3.7125, 2.8670, -1.2117)
C (1.2971, 3.7317, -2.8063)
C (3.8689, -3.2479, -0.9029)
C (1.4327, -4.3499, -2.4520)
H (1.9334, 3.4468, -3.6555)
H (1.4572, 4.7985, -2.6012)
H (0.2489, 3.5652, -3.0780)
H (4.0897, 2.3321, -0.3335)
H (3.9873, 3.9264, -1.1356)
H (4.1759, 2.4531, -2.1156)
H (2.0602, -4.1984, -3.3414)
H (0.3821, -4.1979, -2.7285)
H (1.5721, -5.3824, -2.1040)
H (4.3649, -3.0522, -1.8602)
H (4.1583, -4.2450, -0.5545)
H (4.2107, -2.5031, -0.1767)
C (1.1571, 3.4566, 0.2712)
C (1.1552, -3.5525, 0.5105)
P (-0.5805, 3.2499, 0.6336)
H (1.3993, 4.5364, 0.2160)
H (1.7297, 3.0222, 1.1232)
P (-0.5021, -2.7731, 0.6452)
H (1.7769, -3.1546, 1.3287)
H (1.0958, -4.6412, 0.6489)
C (-0.9968, -3.0976, 2.4227)
C (-1.6493, -3.9043, -0.3425)
C (-1.6576, 3.7551, -0.7214)
C (-1.0271, 3.9934, 2.2195)
C (-0.8254, 3.0560, 3.4250)
H (-2.1014, 4.2305, 2.1450)
C (-0.2325, 5.2895, 2.4113)
H (0.8385, 5.0782, 2.5404)
H (-0.5830, 5.7941, 3.3208)
H (-0.3519, 6.0009, 1.5849)
H (-1.5290, 2.2195, 3.4053)
H (-1.0174, 3.6242, 4.3448)
H (0.2044, 2.6631, 3.4640)
H (-1.3066, 3.1959, -1.6083)
C (-1.4898, 5.2633, -0.9624)
C (-3.1299, 3.3820, -0.4672)
H (-0.4451, 5.5580, -1.1309)
H (-1.8878, 5.8427, -0.1160)
H (-2.0560, 5.5481, -1.8593)
H (-3.2844, 2.2971, -0.4666)
H (-3.7496, 3.8082, -1.2676)
H (-3.4882, 3.7859, 0.4878)
H (-1.4226, -3.6286, -1.3873)
C (-3.1344, -3.6026, -0.0705)
C (-1.4036, -5.4081, -0.1729)
H (-0.3554, -5.7056, -0.2586)
H (-1.9529, -5.9295, -0.9705)
H (-1.8049, -5.7705, 0.7823)
H (-3.4618, -2.6724, -0.5355)
H (-3.3541, -3.5476, 1.0034)
H (-3.7510, -4.4108, -0.4925)
C (-0.5488, -1.9636, 3.3443)
C (-0.4884, -4.4297, 2.9778)
H (-2.0950, -3.1032, 2.4184)
H (0.6047, -4.4170, 3.0674)
H (-0.7849, -5.3008, 2.3858)
H (-0.8987, -4.5645, 3.9907)
H (0.5450, -1.8818, 3.3587)
H (-0.8885, -2.1625, 4.3721)
H (-0.9507, -0.9912, 3.0303)
C (-2.0327, -0.6929, -1.1160)
H (-2.2145, -1.4325, -1.9116)
H (-2.7049, -0.9242, -0.2798)
H (-2.3474, 0.2849, -1.5237)
Se (2.7945, 1.4486, 2.9205)
C (1.9295, 0.1761, 2.0494)
N (1.3831, -0.7228, 1.4702)

The calculation puts the LUMO energy (spin up / spin down) at 0.4 / -1.0 eV. The value obtained for the HOMO energy (spin up / spin down) is -4.06 / -7.48 eV. For the calculated total energy, the calculation gives -142892.34301 eV. Its spin multiplicity is 5. The expectation value of S² is 6.022.


[2]
Molecular formula: CH9NO3
Method: DFT, ωB97M-V/def2-TZVPD

CARTESIAN COORDINATES (ANGSTROEM)
C (-1.3806, 3.2612, -3.0212)
N (-1.9945, 4.1825, -3.6902)
H (-0.6035, 3.5815, -2.2511)
H (-1.5268, 2.2434, -3.3466)
H (-2.4026, 4.8480, -3.0857)
O (0.7497, -3.9450, 3.3446)
H (1.3157, -4.0950, 4.0916)
H (0.4480, -4.8831, 3.2570)
O (0.2045, -0.1915, -1.2225)
H (0.1723, -0.6338, -0.4034)
H (0.4505, -0.9728, -1.8187)
O (1.8556, -1.0708, 2.4553)
H (1.6453, -0.5762, 3.2425)
H (1.0665, -1.7484, 2.4485)

The calculation puts the LUMO energy at 0.4 eV. The value obtained for the HOMO energy is -8.94 eV. As for the energy above the lowest of the compared OMol25 structures with the same formula, charge and spin: 2.369 eV. For the calculated total energy, the calculation gives -8813.23848 eV. The SMILES is C=N.O.O.O.


[3]
Molecular formula: C5H11NO
Method: DFT, ωB97M-V/def2-TZVPD

CARTESIAN COORDINATES (ANGSTROEM)
C (-1.5239, 0.8277, 1.2871)
O (1.3962, -2.3839, -0.1162)
C (-0.4245, 0.0123, 0.9237)
C (-0.2579, -0.0515, -0.7785)
C (0.1488, 1.3091, -1.1851)
C (1.2710, 1.5230, -1.8600)
N (-0.4321, -1.3628, 1.3057)
H (-1.2838, 1.6623, 1.9286)
H (-2.4732, 0.3450, 1.4486)
H (2.1869, -2.7562, 0.2741)
H (0.5919, 0.3570, 1.2124)
H (0.3851, -0.9112, -0.9340)
H (-1.3138, -0.1330, -0.9971)
H (-0.5247, 2.1026, -0.8521)
H (1.5681, 2.3503, -2.5129)
H (2.0454, 0.7708, -1.6832)
H (-0.0070, -2.1691, 0.8241)
H (-1.3527, -1.4927, 1.7146)

The calculation puts the LUMO energy at -2.8 eV. The value obtained for the HOMO energy is -7.46 eV. As for the energy above the lowest of the compared OMol25 structures with the same formula, charge and spin: 8.160 eV. For the calculated total energy, the calculation gives -8893.53761 eV.


[4]
Molecular formula: C13H26Cl8O9
Method: DFT, ωB97M-V/def2-TZVPD

CARTESIAN COORDINATES (ANGSTROEM)
C (49.5445, -1.2881, -17.8565)
O (48.3100, -1.6340, -17.1906)
C (48.0452, -0.9968, -15.9770)
O (48.7598, -0.0741, -15.5325)
O (46.9494, -1.4577, -15.4348)
C (46.5999, -1.0050, -14.1491)
H (49.5691, -1.7703, -18.8337)
H (50.3904, -1.6973, -17.3042)
H (49.6019, -0.2063, -17.9779)
H (47.1591, -1.5465, -13.3861)
H (45.5476, -1.2745, -14.0588)
H (46.7778, 0.0611, -14.0084)
C (54.6025, -9.5410, -9.1119)
O (53.7027, -8.8630, -9.9899)
C (53.6435, -7.4864, -9.9694)
O (54.3646, -6.7772, -9.2615)
O (52.7160, -7.1076, -10.8298)
C (52.5225, -5.7267, -11.1359)
H (54.3250, -9.4258, -8.0641)
H (55.6484, -9.2405, -9.1746)
H (54.5294, -10.6052, -9.3357)
H (52.1918, -5.1845, -10.2500)
H (51.7478, -5.7599, -11.9020)
H (53.4243, -5.3094, -11.5838)
C (49.2240, -3.9128, -13.7752)
O (48.0818, -4.0977, -12.9212)
C (48.1869, -3.9546, -11.5668)
O (49.1420, -3.4810, -10.9561)
O (47.0075, -4.4797, -11.0374)
C (46.7860, -4.3926, -9.6874)
H (48.9284, -4.3720, -14.7185)
H (50.0340, -4.5493, -13.4192)
H (49.5774, -2.8836, -13.8378)
H (47.0387, -3.4385, -9.2248)
H (47.4179, -5.1315, -9.1946)
H (45.7709, -4.7058, -9.4434)
Cl (43.8336, -7.9892, -7.4576)
C (43.6005, -7.7167, -9.1959)
Cl (44.1665, -9.1526, -10.0554)
H (42.5347, -7.5412, -9.3426)
H (44.1004, -6.8429, -9.6138)
Cl (51.9167, -4.3485, -15.5915)
C (53.5142, -5.0457, -15.6520)
Cl (54.5820, -4.0638, -14.6164)
H (53.4734, -6.0791, -15.3079)
H (53.7705, -5.0639, -16.7113)
Cl (46.7102, -3.4203, -6.2926)
C (45.4696, -4.5537, -5.6952)
Cl (44.1520, -4.6854, -6.8458)
H (45.9088, -5.5495, -5.6340)
H (45.1727, -4.0756, -4.7617)
Cl (50.0366, 0.8083, -9.0409)
C (49.1576, -0.6563, -8.7890)
Cl (47.7605, -0.3727, -7.6563)
H (48.8044, -0.9652, -9.7729)
H (49.7881, -1.4529, -8.3938)

The calculation puts the LUMO energy at 0.4 eV. The value obtained for the HOMO energy is -10.75 eV. As for the energy above the lowest of the compared OMol25 structures with the same formula, charge and spin: 0.852 eV. For the calculated total energy, the calculation gives -132508.42362 eV. The SMILES is COC(=O)OC.COC(=O)OC.COC(=O)OC.ClCCl.ClCCl.ClCCl.ClCCl.